[1]
The following is a DFT calculation (ωB97M-V/def2-TZVPD) of C4H6AlO3 as an isolated structure at a distorted geometry.

Positions of all 14 atoms, in Å:
O1 0.522 0.590 -0.850
C1 1.121 0.083 0.177
C2 1.427 -1.350 0.317
H1 2.508 -1.484 0.389
H2 0.899 -1.780 1.180
H3 1.034 -1.928 -0.531
C3 -0.749 2.116 0.951
O2 -1.819 1.630 0.785
Al1 0.847 2.333 -0.238
O3 0.723 0.777 1.205
C4 -1.457 -0.009 -0.708
H4 -1.666 -0.714 0.101
H5 -2.222 0.480 -1.315
H6 -1.168 -0.743 -1.464

Forces on atoms 1 to 2 (eV/Å):
O -0.27 2.64 -4.64
C -3.77 -3.35 5.08

Results
Energy relative to the best compared isomer or geometry (same formula, charge and spin) (kcal/mol): 96.85
E (eV): -16940.235
2S+1: 1
Net charge: +3
E_HOMO (eV): -26.066

=====

[2]
The following is a DFT calculation (ωB97M-V/def2-TZVPD) of C4H6AuLiO as an isolated structure at a distorted geometry.

Positions of all 13 atoms, in Å:
C1 0.251 1.253 -1.519
C2 1.347 0.665 -2.115
H1 0.431 1.991 -0.731
H2 -0.749 1.129 -1.950
H3 2.349 1.073 -1.940
H4 1.212 -0.041 -2.945
Li1 0.876 2.448 -3.698
O1 0.331 -1.751 1.440
C3 -0.827 -1.252 0.966
C4 -0.900 -0.693 -0.272
Au1 0.980 -1.487 -0.280
H5 -1.899 -0.464 -0.656
H6 -1.704 -1.409 1.620

Forces on atoms 1 to 2 (eV/Å):
C 1.86 0.26 -1.52
C -1.25 1.52 -0.35

Results
E (eV): -10165.347
2S+1: 3
<S²>: 2.025
Net charge: +2
E_HOMO (alpha / beta) (eV): -17.342 / -18.411

=====

[3]
The following is a DFT calculation (ωB97M-V/def2-TZVPD) of C4H6B3F15O2Pt as an isolated structure at a distorted geometry.

Positions of all 31 atoms, in Å:
Pt1 9.315 -10.787 12.140
C1 9.099 -12.478 9.926
O1 8.861 -11.043 9.903
O2 8.799 -12.719 11.230
C2 8.256 -13.313 8.975
F1 7.758 -14.427 9.501
F2 7.248 -12.620 8.433
F3 9.041 -13.764 7.947
C3 8.985 -10.206 8.770
C4 8.179 -8.926 8.998
H1 8.476 -8.383 9.888
H2 8.256 -8.366 8.059
H3 7.118 -9.191 9.029
H4 8.596 -10.709 7.879
H5 10.001 -9.881 8.505
H6 10.189 -12.549 9.794
B1 6.872 -9.262 13.481
F4 7.367 -9.652 12.159
F5 6.635 -7.888 13.470
F6 5.677 -9.955 13.729
F7 7.855 -9.631 14.396
B2 11.301 -8.850 11.840
F8 9.996 -8.656 12.422
F9 11.556 -7.815 10.902
F10 12.291 -8.757 12.806
F11 11.270 -10.083 11.164
B3 11.208 -12.314 14.170
F12 11.559 -13.553 14.743
F13 9.795 -12.282 13.900
F14 11.495 -11.295 15.086
F15 11.880 -12.164 12.952

Forces on atoms 1 to 2 (eV/Å):
Pt -0.90 -1.87 -0.22
C 0.93 1.32 3.45

Results
Energy relative to the best compared isomer or geometry (same formula, charge and spin) (kcal/mol): 0.00
E (eV): -54397.050
2S+1: 3
<S²>: 2.003
Net charge: -2
E_HOMO (alpha / beta) (eV): -3.486 / -3.567

=====

Copy entry 3 word for word.
The following is a DFT calculation (ωB97M-V/def2-TZVPD) of C4H6B3F15O2Pt as an isolated structure at a distorted geometry.

Positions of all 31 atoms, in Å:
Pt1 9.315 -10.787 12.140
C1 9.099 -12.478 9.926
O1 8.861 -11.043 9.903
O2 8.799 -12.719 11.230
C2 8.256 -13.313 8.975
F1 7.758 -14.427 9.501
F2 7.248 -12.620 8.433
F3 9.041 -13.764 7.947
C3 8.985 -10.206 8.770
C4 8.179 -8.926 8.998
H1 8.476 -8.383 9.888
H2 8.256 -8.366 8.059
H3 7.118 -9.191 9.029
H4 8.596 -10.709 7.879
H5 10.001 -9.881 8.505
H6 10.189 -12.549 9.794
B1 6.872 -9.262 13.481
F4 7.367 -9.652 12.159
F5 6.635 -7.888 13.470
F6 5.677 -9.955 13.729
F7 7.855 -9.631 14.396
B2 11.301 -8.850 11.840
F8 9.996 -8.656 12.422
F9 11.556 -7.815 10.902
F10 12.291 -8.757 12.806
F11 11.270 -10.083 11.164
B3 11.208 -12.314 14.170
F12 11.559 -13.553 14.743
F13 9.795 -12.282 13.900
F14 11.495 -11.295 15.086
F15 11.880 -12.164 12.952

Forces on atoms 1 to 2 (eV/Å):
Pt -0.90 -1.87 -0.22
C 0.93 1.32 3.45

Results
Energy relative to the best compared isomer or geometry (same formula, charge and spin) (kcal/mol): 0.00
E (eV): -54397.050
2S+1: 3
<S²>: 2.003
Net charge: -2
E_HOMO (alpha / beta) (eV): -3.486 / -3.567

=====

Repeat the third record exactly.
The following is a DFT calculation (ωB97M-V/def2-TZVPD) of C4H6B3F15O2Pt as an isolated structure at a distorted geometry.

Positions of all 31 atoms, in Å:
Pt1 9.315 -10.787 12.140
C1 9.099 -12.478 9.926
O1 8.861 -11.043 9.903
O2 8.799 -12.719 11.230
C2 8.256 -13.313 8.975
F1 7.758 -14.427 9.501
F2 7.248 -12.620 8.433
F3 9.041 -13.764 7.947
C3 8.985 -10.206 8.770
C4 8.179 -8.926 8.998
H1 8.476 -8.383 9.888
H2 8.256 -8.366 8.059
H3 7.118 -9.191 9.029
H4 8.596 -10.709 7.879
H5 10.001 -9.881 8.505
H6 10.189 -12.549 9.794
B1 6.872 -9.262 13.481
F4 7.367 -9.652 12.159
F5 6.635 -7.888 13.470
F6 5.677 -9.955 13.729
F7 7.855 -9.631 14.396
B2 11.301 -8.850 11.840
F8 9.996 -8.656 12.422
F9 11.556 -7.815 10.902
F10 12.291 -8.757 12.806
F11 11.270 -10.083 11.164
B3 11.208 -12.314 14.170
F12 11.559 -13.553 14.743
F13 9.795 -12.282 13.900
F14 11.495 -11.295 15.086
F15 11.880 -12.164 12.952

Forces on atoms 1 to 2 (eV/Å):
Pt -0.90 -1.87 -0.22
C 0.93 1.32 3.45

Results
Energy relative to the best compared isomer or geometry (same formula, charge and spin) (kcal/mol): 0.00
E (eV): -54397.050
2S+1: 3
<S²>: 2.003
Net charge: -2
E_HOMO (alpha / beta) (eV): -3.486 / -3.567